This record from the Open Molecules 2025 dataset describes a 11-piece molecular cluster, C51H60F6O15 overall in a non-equilibrium geometry. The level of theory is ωB97M-V/def2-TZVPD.

Net charge = 0
Highest occupied orbital energy = -8.6895 eV
SMILES string = COC(=O)OC.COC(=O)OC.COC(=O)OC.COC(=O)OC.COC(=O)OC.Fc1ccccc1.Fc1ccccc1.Fc1ccccc1.Fc1ccccc1.Fc1ccccc1.Fc1ccccc1
Orbital gap = 0.334 hartree

Geometry (Å):
F  -2.755  3.325  3.545
F  1.026  -3.509  -1.221
F  2.238  -6.691  2.876
F  0.428  6.194  -2.171
F  4.642  2.543  -3.245
F  -4.512  1.828  -3.216
O  -6.349  -1.991  1.994
O  0.300  0.771  -4.104
O  1.677  4.461  5.264
O  0.627  -0.434  -6.018
O  1.289  2.839  3.708
O  1.580  -0.591  1.247
O  3.719  -4.198  -4.038
O  3.948  -4.813  -1.849
O  3.327  3.278  4.372
O  1.395  1.542  -5.979
O  2.756  -6.023  -3.173
O  -4.296  -2.847  2.426
O  -4.705  -0.995  1.122
O  -0.485  -0.070  0.561
O  0.966  1.570  1.131
C  -3.231  3.702  -2.570
C  -0.848  -2.357  -1.953
C  -0.874  -4.760  -1.917
C  -3.857  3.063  0.104
C  3.009  -1.109  -2.901
C  3.511  -4.921  -3.117
C  4.303  0.399  -4.171
C  2.807  -0.107  1.751
C  -3.397  -0.616  4.590
C  3.091  4.477  -0.344
C  -1.910  1.101  3.923
C  4.220  3.966  5.352
C  2.048  3.472  4.423
C  1.605  6.835  -0.112
C  -2.171  -2.385  -2.416
C  -3.067  4.226  -0.213
C  0.271  4.413  5.462
C  -0.961  -4.180  2.486
C  3.265  1.091  -2.042
C  0.007  2.516  0.710
C  -4.085  2.657  -2.280
C  -7.102  -3.040  2.628
C  0.019  -1.536  -5.414
C  -2.113  -0.185  4.356
C  -4.477  0.222  4.378
C  2.189  4.884  -1.317
C  -2.848  -3.600  -2.626
C  -2.776  4.528  -1.536
C  -2.185  -4.784  -2.282
C  4.563  -3.586  -1.460
C  -4.439  2.336  -0.932
C  -0.266  -3.548  -1.641
C  1.177  -4.863  1.840
C  1.363  5.987  -1.200
C  -0.042  -6.193  3.480
C  2.472  6.375  0.905
C  0.176  -3.946  1.747
C  0.726  0.631  -5.239
C  3.744  -0.838  -4.045
C  4.161  1.293  -3.103
C  2.184  -6.391  -4.417
C  -4.299  1.574  4.021
C  -3.315  -0.585  0.971
C  2.692  -0.153  -1.898
C  1.112  -5.934  2.730
C  3.268  5.261  0.792
C  -2.974  1.948  3.857
C  -1.018  -5.242  3.376
C  1.538  2.875  -5.282
C  -5.037  -2.024  1.930
C  0.604  0.299  0.964
H  2.119  -0.485  -0.978
H  3.959  5.021  5.389
H  0.532  3.244  -4.997
H  -0.985  2.240  1.045
H  0.026  2.508  -0.356
H  1.202  -6.834  -4.210
H  -3.897  -3.623  -2.860
H  -2.677  -1.439  -2.601
H  -3.219  0.357  1.504
H  -1.305  -0.912  4.462
H  2.845  0.779  2.470
H  0.282  3.567  0.980
H  3.800  -1.673  -4.779
H  3.646  3.538  -0.440
H  -1.054  -1.567  -5.731
H  -0.417  -1.371  -1.821
H  5.067  -3.232  -2.328
H  -7.462  -3.610  1.819
H  0.025  5.253  6.125
H  -2.141  5.349  -1.740
H  2.599  -2.127  -2.700
H  5.289  -3.897  -0.678
H  1.999  -5.457  -5.034
H  -3.669  -1.654  4.774
H  -0.342  4.585  4.560
H  -5.130  1.542  -0.711
H  -2.774  4.753  0.657
H  2.865  -7.168  -4.844
H  -5.122  2.253  3.945
H  4.027  3.496  6.315
H  -0.918  1.380  3.757
H  2.256  2.816  -4.463
H  3.309  -0.952  2.231
H  -3.036  3.961  -3.655
H  4.840  0.565  -5.069
H  0.043  -1.634  -4.317
H  3.453  0.124  0.912
H  3.260  1.850  -1.276
H  -2.613  -1.277  1.471
H  -3.145  -0.537  -0.110
H  3.927  5.021  1.584
H  1.928  4.293  -2.242
H  -4.122  2.874  1.124
H  0.292  -3.002  1.235
H  2.781  6.989  1.714
H  -6.332  -3.662  3.048
H  1.910  3.505  -6.071
H  1.057  7.746  -0.074
H  2.041  -4.658  1.254
H  -7.850  -2.642  3.377
H  0.540  -2.357  -5.975
H  0.007  3.416  5.779
H  -0.393  -5.707  -1.720
H  -1.908  -5.306  4.040
H  -5.510  -0.138  4.535
H  -2.741  -5.739  -2.302
H  -1.818  -3.496  2.350
H  -0.102  -7.159  4.051
H  5.211  3.781  4.932
H  3.893  -2.929  -0.936

=====

This record from the Open Molecules 2025 dataset describes C51H63MgN4O3P as an isolated structure. The level of theory is ωB97M-V/def2-TZVPD.

Net charge = -2
Highest occupied orbital energy = -1.1607 eV
Orbital gap = 0.200 hartree

Geometry (Å):
P  2.881  -1.230  -1.330
Mg  -0.128  -0.053  -0.304
O  -1.298  0.965  -1.585
O  2.185  0.244  2.815
O  -0.885  -1.380  0.909
N  -2.365  -4.860  -4.731
N  -0.535  1.589  1.078
N  1.618  -0.387  -1.165
N  -1.613  -1.863  -1.902
C  -2.930  -0.924  2.092
C  -3.701  -0.815  3.250
C  1.663  -2.196  -3.647
C  -4.917  -0.479  0.796
C  -3.498  2.537  -1.245
C  4.237  -3.576  -0.175
C  -2.374  3.098  -1.834
C  5.786  -0.751  -1.413
C  -1.133  -2.460  2.956
C  -1.055  1.355  2.286
C  -2.106  -3.857  -3.784
C  2.260  1.182  3.780
C  -1.388  2.155  -4.392
C  -4.722  4.590  -1.539
C  1.309  2.377  -4.920
C  3.060  -1.782  -3.160
C  -0.106  2.925  -0.868
C  4.514  -0.129  0.636
C  -0.664  2.792  0.513
C  2.907  -2.818  -0.285
C  -3.554  -0.752  0.864
C  -1.952  -4.167  -2.437
C  0.059  -2.612  3.664
C  -2.026  -2.520  -4.160
C  2.416  -2.489  1.130
C  -0.507  -4.895  4.203
C  -2.441  4.415  -2.281
C  -1.770  2.345  2.960
C  -0.934  2.086  -5.698
C  -1.910  3.591  2.382
C  0.848  2.436  -3.609
C  -1.077  2.270  -1.898
C  -3.603  5.158  -2.138
C  -1.337  3.830  1.143
C  -1.687  -4.758  3.486
C  -5.057  -0.541  3.186
C  4.439  -0.229  -0.897
C  -1.707  -3.136  -1.542
C  0.424  2.202  -5.971
C  -0.772  0.023  2.890
C  -1.417  -1.181  2.149
C  0.365  -3.816  4.284
C  -1.774  -1.568  -3.185
C  3.427  -0.532  -3.971
C  -5.675  -0.371  1.952
C  4.226  1.204  -1.413
C  -0.509  2.334  -3.324
C  1.858  -3.768  -0.881
C  4.065  -2.886  -3.505
C  -4.663  3.277  -1.094
C  -1.992  -3.552  2.871
H  -2.462  4.373  2.892
H  3.290  -0.751  -5.036
H  3.055  1.955  3.614
H  0.908  -1.573  -3.166
H  6.592  -0.145  -0.979
H  2.187  -4.241  -1.806
H  4.972  -3.016  0.402
H  4.057  -4.515  0.363
H  4.561  1.335  -2.442
H  1.556  -1.825  1.122
H  1.436  -3.242  -3.442
H  -1.665  -0.515  -3.425
H  -2.374  -5.594  3.403
H  2.374  2.443  -5.110
H  -3.413  1.517  -0.896
H  -5.636  -0.461  4.100
H  5.228  0.664  0.887
H  5.977  -1.785  -1.129
H  -3.638  6.182  -2.493
H  -0.263  -5.835  4.684
H  -2.004  -5.192  -2.090
H  1.602  -2.047  -4.731
H  -1.429  4.787  0.647
H  3.168  1.461  -1.349
H  3.163  -2.016  1.761
H  -1.998  -5.761  -4.464
H  3.776  -3.851  -3.092
H  -5.523  2.825  -0.614
H  0.085  3.977  -1.102
H  -6.736  -0.154  1.895
H  0.843  2.384  -0.904
H  2.111  -3.429  1.605
H  1.662  -4.560  -0.151
H  -2.912  -3.454  2.308
H  -5.630  5.170  -1.419
H  -1.549  -3.322  -0.483
H  -1.572  4.861  -2.753
H  2.770  0.295  -3.706
H  4.461  -0.222  -3.830
H  1.569  2.527  -2.809
H  4.894  -1.047  1.085
H  5.879  -0.678  -2.498
H  1.302  -3.914  4.818
H  -5.383  -0.348  -0.175
H  3.561  0.110  1.125
H  -2.447  2.058  -4.183
H  -2.128  -2.225  -5.198
H  -3.228  -0.959  4.216
H  4.793  1.896  -0.784
H  2.470  0.787  4.812
H  4.678  -3.831  -1.140
H  1.319  1.786  3.912
H  -2.066  -4.613  -5.662
H  0.786  2.145  -6.991
H  0.342  -0.062  2.839
H  -1.641  1.939  -6.508
H  -2.195  2.120  3.929
H  -2.958  -0.837  -0.037
H  0.919  -3.246  -1.061
H  4.105  -3.001  -4.597
H  -1.086  0.041  3.940
H  0.775  -1.799  3.699
H  5.077  -2.663  -3.167

=====

This record from the Open Molecules 2025 dataset describes C51H65BrGeIN4O2S2Tl as an isolated structure. The level of theory is ωB97M-V/def2-TZVPD.

Relative energy (zero: lowest compared OMol25 entry of this formula, charge and spin) = 0.0 kJ/mol
Net charge = -2
Highest occupied orbital energy = -0.5330 eV
Orbital gap = 0.156 hartree

Geometry (Å):
Tl  0.766  -2.115  0.596
I  -1.203  -4.631  2.211
Br  -4.747  -5.670  2.713
Ge  -1.561  2.905  1.321
S  4.719  -4.382  -0.070
S  -3.475  -1.285  -0.607
O  1.586  -4.652  1.151
O  0.643  -5.700  1.466
N  0.898  0.653  -1.124
N  -1.981  -1.732  -0.523
N  2.379  -3.592  -0.749
N  1.962  0.588  1.678
C  0.619  -1.233  -3.217
C  1.718  4.697  -1.504
C  3.723  3.488  -2.394
C  -2.552  1.726  -3.145
C  -3.781  2.310  -3.407
C  2.311  3.320  -1.815
C  4.925  0.615  4.616
C  1.024  1.137  -2.367
C  2.637  0.245  3.945
C  -2.347  3.831  -0.221
C  -2.997  2.531  2.607
C  2.177  -4.929  -0.184
C  -0.479  -1.929  -4.023
C  -2.741  -2.033  2.898
C  -5.055  -1.603  3.383
C  -4.877  0.682  -2.011
C  -4.902  -3.571  -0.729
C  0.321  1.059  4.501
C  1.448  2.464  -2.739
C  5.815  -0.068  0.477
C  0.628  1.601  -0.066
C  1.726  1.610  0.975
C  -3.754  -1.142  3.210
C  0.746  0.253  -3.481
C  -5.541  -4.640  -1.338
C  -0.279  4.138  2.166
C  0.817  2.097  -5.067
C  3.612  0.284  4.928
C  0.622  0.746  -4.761
C  -0.705  1.283  0.655
C  5.313  2.400  0.546
C  -4.430  -2.520  -1.505
C  1.967  -1.920  -3.458
C  1.275  2.914  -4.045
C  3.485  -5.641  -0.199
C  1.206  -0.163  4.243
C  2.993  0.595  2.629
C  -3.641  0.093  -1.766
C  4.327  0.846  2.281
C  -5.221  -3.605  -3.488
C  5.275  0.866  3.302
C  -4.577  -2.534  -2.885
C  -2.964  -3.408  2.748
C  -4.274  -3.818  2.927
C  4.774  0.997  0.836
C  3.616  -3.216  -0.611
C  -2.482  0.612  -2.313
C  -5.320  -2.955  3.239
C  -4.943  1.791  -2.839
C  1.085  -1.170  5.383
C  -5.703  -4.654  -2.717
H  0.071  -1.570  5.414
H  0.356  0.058  -5.557
H  -3.532  3.449  2.860
H  1.290  -0.710  6.355
H  -0.621  -2.950  -3.657
H  2.440  2.778  -0.874
H  5.680  0.638  5.393
H  1.558  3.937  -4.281
H  -5.901  2.256  -3.040
H  4.368  4.036  -1.698
H  -3.172  3.243  -0.628
H  -1.732  -1.658  2.747
H  6.056  -0.012  -0.587
H  1.938  -2.969  -3.163
H  -1.433  -1.398  -3.954
H  -5.858  -0.917  3.624
H  0.722  4.619  -1.065
H  -4.188  -1.719  -3.483
H  -1.639  2.122  -3.574
H  -0.711  0.751  4.691
H  3.698  4.037  -3.337
H  0.680  2.474  -6.073
H  -1.383  0.844  -0.074
H  0.383  -1.339  -2.157
H  -3.532  -0.087  3.311
H  6.181  2.619  1.174
H  2.239  -1.841  -4.516
H  1.769  -2.008  5.245
H  0.321  1.730  3.639
H  3.940  -2.220  -0.895
H  3.598  -6.409  0.563
H  1.624  5.288  -2.419
H  0.237  3.672  3.008
H  -2.596  2.099  3.525
H  -5.892  -5.464  -0.730
H  6.742  0.076  1.038
H  -3.709  1.826  2.176
H  0.678  1.618  5.371
H  5.444  -1.071  0.692
H  2.308  2.533  1.126
H  -0.802  5.024  2.534
H  -6.195  -5.493  -3.195
H  5.621  2.482  -0.499
H  -2.723  4.818  0.055
H  -5.777  0.270  -1.568
H  0.473  4.463  1.444
H  1.368  -5.463  -0.686
H  -4.747  -3.560  0.343
H  -1.521  0.173  -2.066
H  -5.334  -3.624  -4.565
H  -6.323  -3.342  3.363
H  4.171  2.512  -2.589
H  6.312  1.062  3.054
H  -1.631  -2.036  -1.434
H  -1.605  3.948  -1.014
H  0.830  -0.644  3.336
H  2.356  5.256  -0.812
H  2.750  -1.433  -2.873
H  0.548  2.622  -0.463
H  4.559  3.166  0.741
H  3.911  0.828  0.192
H  3.353  0.030  5.949
H  -3.838  3.182  -4.046
H  -0.564  0.528  1.430
H  -0.217  -2.000  -5.082

=====

Look up the highest occupied orbital energy of the first one. -8.6895 eV

=====

Among the records above, which one has the highest orbital gap? C51H60F6O15

=====

Which formula does entry 3 have? C51H65BrGeIN4O2S2Tl

=====

What is the net charge in the third record? -2